Molecular formula: C61H79BInN10PS3
Method: DFT, ωB97M-V with the def2-TZVPD basis set

Calculated values
Total charge: +2
HOMO energy, eV: -11.2
Gap between HOMO and LUMO, eV: 5.199
Lowest unoccupied orbital energy, eV: -5.97
Max |F|, eV Å⁻¹: 0.99
ΔE to the lowest compared entry with this formula, charge and spin, eV: 1.201

XYZ file:
```
156
Properties=species:S:1:pos:R:3:forces:R:3:mulliken_charge:R:1
In 0.6725 0.8496 -0.5636 0.55 0.39 -0.43 1.75
C -0.5022 -3.9448 -2.3031 0.06 -0.02 0.04 -1.74
C -1.1362 -3.5343 -1.0153 -0.19 -0.17 -0.04 0.18
C -2.2901 -4.0984 -0.5496 0.18 0.17 -0.07 -0.48
C -2.8705 -3.6655 0.6728 0.02 0.05 -0.12 -0.42
N -2.3339 -2.6802 1.3365 -0.25 0.06 0.25 -0.52
N -1.1887 -2.1462 0.8927 -0.01 -0.26 -0.35 0.97
B -0.6871 -1.1584 1.8789 0.01 -0.08 0.04 -2.11
N -1.6612 -0.1466 2.3615 -0.42 0.44 -0.08 1.04
N -1.9770 -0.3674 3.6492 0.16 -0.31 0.21 -0.85
C -2.9179 0.3414 4.1985 0.01 0.16 0.00 -0.30
C -3.4912 1.4378 3.4937 0.23 0.03 -0.22 -0.35
C -3.1772 1.6622 2.1856 -0.12 0.03 0.18 -0.15
C -3.7491 2.7998 1.4039 -0.01 -0.03 0.00 -1.63
C -2.2567 0.7624 1.5685 0.06 -0.13 0.10 1.42
S -1.9380 0.8077 -0.1042 0.18 0.05 -0.14 -0.58
C -3.4127 -0.0609 5.5736 -0.06 -0.12 0.10 2.28
C -4.9221 -0.3343 5.4321 0.06 0.01 0.01 -1.54
C -3.1830 1.0645 6.5891 0.03 -0.01 -0.08 -1.80
C -2.7101 -1.3330 6.0526 0.01 0.09 -0.09 -1.78
N 0.4535 -1.4974 2.7550 0.49 0.26 0.16 1.10
N 0.3871 -2.6826 3.3842 -0.33 -0.34 -0.13 -1.15
C 1.2483 -2.9185 4.3283 0.10 -0.02 0.06 -0.17
C 2.2664 -1.9691 4.6504 -0.01 0.19 -0.21 -0.42
C 2.3454 -0.7739 4.0019 0.01 -0.19 0.21 0.48
C 3.3699 0.2686 4.3003 0.04 0.02 0.00 -1.68
C 1.3645 -0.5391 2.9955 -0.16 0.02 -0.14 0.26
S 1.2491 0.8930 2.1069 -0.30 0.32 0.02 -0.10
C 1.1236 -4.2057 5.1211 -0.06 -0.14 0.07 2.16
C 2.3640 -5.0828 4.8982 -0.04 0.07 -0.07 -1.80
C -0.1258 -4.9815 4.7030 0.09 0.10 -0.08 -1.76
C 1.0251 -3.8417 6.6130 0.00 0.03 -0.05 -1.43
C -0.5397 -2.5102 -0.2250 0.09 0.10 0.09 0.89
S 0.9445 -1.7833 -0.6340 0.16 0.12 0.13 -0.15
C -4.0929 -4.3069 1.3062 -0.10 -0.11 0.18 2.22
C -3.6265 -4.9199 2.6396 0.01 0.02 -0.10 -1.30
C -5.1608 -3.2408 1.5793 0.07 0.02 -0.05 -1.39
C -4.6879 -5.4047 0.4246 0.05 0.08 -0.01 -2.27
H -1.1298 -4.6576 -2.8328 0.01 -0.02 0.00 0.47
H 0.4730 -4.3973 -2.1127 0.00 0.00 -0.03 0.35
H -0.3220 -3.0754 -2.9372 0.01 -0.01 -0.01 0.25
H -2.7761 -4.8645 -1.1381 -0.01 -0.02 0.06 0.66
H -4.1572 2.1225 4.0026 -0.09 -0.11 0.03 0.52
H -4.4576 3.3640 2.0061 0.00 -0.01 0.00 0.49
H -4.2485 2.4345 0.5070 -0.03 0.03 -0.01 0.41
H -2.9500 3.4696 1.0787 -0.03 -0.02 -0.04 0.12
H -5.4776 0.5739 5.1936 -0.02 -0.01 0.00 0.40
H -5.3127 -0.7254 6.3713 0.00 0.02 0.01 0.48
H -5.1145 -1.0709 4.6499 -0.02 -0.04 0.01 0.21
H -3.6849 1.9900 6.3022 0.01 0.01 0.01 0.35
H -2.1180 1.2658 6.7142 0.00 0.04 0.00 0.36
H -3.5839 0.7570 7.5549 -0.01 0.03 0.01 0.48
H -2.8226 -2.1380 5.3251 0.01 -0.04 0.04 0.06
H -3.1438 -1.6531 6.9997 0.00 0.03 0.00 0.54
H -1.6445 -1.1545 6.2029 0.02 -0.04 -0.01 0.37
H 2.9910 -2.2085 5.4175 -0.03 -0.01 0.03 0.53
H 3.9573 -0.0044 5.1740 0.01 -0.01 -0.01 0.50
H 2.8890 1.2310 4.4796 0.01 0.01 0.02 0.35
H 4.0393 0.3998 3.4477 -0.03 0.01 0.04 0.19
H 2.4538 -5.3751 3.8508 0.03 0.00 0.00 0.37
H 2.2661 -5.9892 5.4956 0.04 -0.01 0.00 0.48
H 3.2841 -4.5805 5.2021 0.00 -0.01 -0.01 0.36
H -0.0618 -5.2742 3.6548 -0.06 -0.03 -0.01 0.35
H -1.0223 -4.3755 4.8334 -0.05 -0.03 0.01 0.15
H -0.2173 -5.8823 5.3094 0.02 0.02 0.01 0.53
H 1.9631 -3.4393 6.9977 -0.01 0.01 0.02 0.40
H 0.7970 -4.7418 7.1831 0.01 0.01 0.02 0.49
H 0.2358 -3.1100 6.7980 -0.04 -0.04 0.00 0.10
H -3.2138 -4.1446 3.2840 0.00 0.00 0.07 -0.03
H -2.8543 -5.6742 2.4726 -0.01 -0.01 0.03 0.38
H -4.4664 -5.3955 3.1465 0.00 0.01 -0.02 0.51
H -4.7469 -2.4218 2.1680 -0.04 0.01 0.03 0.03
H -5.9871 -3.6881 2.1321 0.00 0.01 0.01 0.44
H -5.5605 -2.8378 0.6467 0.02 0.04 0.01 0.41
H -3.9680 -6.1986 0.2176 -0.03 -0.02 0.00 0.43
H -5.0621 -5.0043 -0.5199 0.01 -0.03 -0.02 0.45
H -5.5312 -5.8545 0.9469 -0.01 -0.02 -0.01 0.43
C 2.0074 5.2892 1.6943 -0.09 -0.01 -0.01 -1.63
C 0.6943 4.7062 1.1754 0.08 -0.20 0.01 0.58
C -0.0587 4.0440 2.3314 -0.13 -0.05 -0.16 -1.68
P 0.8336 3.6324 -0.3910 0.01 0.19 0.07 1.92
C -0.3309 4.6869 -1.4145 0.05 -0.30 -0.09 0.65
C 0.1661 6.1059 -1.6867 -0.06 -0.03 -0.01 -1.80
C -0.7924 4.0403 -2.7113 -0.05 0.03 0.11 -1.68
C 2.5327 3.6739 -1.0131 -0.15 -0.15 0.00 0.74
C 3.1864 4.9083 -1.1773 0.09 0.08 -0.07 -0.70
C 4.5263 5.0269 -1.4689 0.04 0.07 0.02 0.27
C 5.2082 6.3612 -1.5969 0.06 -0.08 -0.02 -1.91
C 5.2565 3.8403 -1.6017 -0.13 0.00 0.03 -1.07
C 4.6538 2.6123 -1.4925 -0.14 -0.07 0.03 -0.77
C 3.2689 2.4699 -1.2231 0.24 0.27 -0.03 0.29
N 2.7159 1.2167 -1.2050 -0.93 -0.32 0.16 0.49
C 3.4768 0.0549 -1.5528 0.18 -0.09 0.03 -0.46
C 3.7077 -0.2994 -2.8949 -0.03 0.01 0.07 1.18
C 3.5011 0.6456 -4.0508 -0.01 -0.05 0.05 -1.91
C 4.2359 -1.5518 -3.1860 -0.05 0.00 0.03 -1.03
C 4.6096 -2.4488 -2.1953 0.03 0.00 -0.02 0.51
C 5.1358 -3.8134 -2.5406 -0.06 0.03 0.03 -1.50
C 4.5143 -2.0239 -0.8792 -0.01 -0.02 -0.03 -0.46
C 3.9758 -0.7876 -0.5446 0.10 0.12 -0.05 0.74
C 4.0616 -0.3463 0.8918 0.09 -0.02 -0.11 -1.67
H 1.8310 5.7253 2.6798 0.01 -0.02 0.01 0.50
H 2.3922 6.0805 1.0569 0.08 -0.04 -0.02 0.34
H 2.7742 4.5196 1.7928 0.04 0.01 0.01 0.30
H 0.0552 5.5207 0.8305 0.12 0.01 -0.02 0.51
H 0.6143 3.4497 2.9381 0.06 -0.19 0.08 0.37
H -0.8789 3.4051 1.9914 0.03 -0.01 0.03 0.19
H -0.4759 4.8218 2.9745 -0.01 -0.02 -0.02 0.61
H -1.2011 4.7430 -0.7487 0.03 -0.03 0.05 0.20
H 0.9322 6.1005 -2.4624 0.01 0.02 0.03 0.41
H 0.5640 6.6022 -0.8012 0.00 0.04 -0.06 0.35
H -0.6713 6.7028 -2.0518 0.02 0.03 -0.01 0.48
H 0.0203 4.0029 -3.4350 0.03 -0.04 -0.03 0.33
H -1.5962 4.6333 -3.1518 0.01 0.00 -0.01 0.58
H -1.1725 3.0339 -2.5381 -0.04 -0.02 -0.07 0.27
H 2.6121 5.8181 -1.0708 0.06 -0.03 0.07 0.24
H 4.5039 7.1859 -1.4969 0.00 0.00 -0.01 0.37
H 5.7113 6.4513 -2.5608 -0.03 0.05 0.00 0.39
H 5.9735 6.4717 -0.8260 -0.02 0.05 0.00 0.36
H 6.3223 3.8902 -1.7944 0.00 -0.01 -0.03 0.46
H 5.2409 1.7131 -1.6212 0.03 -0.01 0.00 0.57
H 2.6981 0.2987 -4.7024 0.01 0.04 -0.04 0.35
H 4.4130 0.6766 -4.6484 0.00 -0.01 -0.01 0.66
H 3.2962 1.6624 -3.7268 0.00 0.00 -0.01 0.13
H 4.3684 -1.8273 -4.2274 0.06 0.03 0.00 0.47
H 5.5681 -3.8294 -3.5398 0.00 -0.02 0.00 0.41
H 4.3240 -4.5442 -2.5147 0.05 -0.04 -0.02 0.22
H 5.8968 -4.1338 -1.8298 0.00 -0.02 -0.01 0.40
H 4.8889 -2.6640 -0.0862 0.00 0.01 0.01 0.48
H 5.1104 -0.3553 1.1969 0.01 -0.04 0.03 0.58
H 3.5207 -1.0296 1.5530 0.03 0.03 -0.05 0.19
H 3.6831 0.6627 1.0274 0.01 -0.04 0.00 0.20
N -0.9294 1.5249 -7.8133 0.11 0.05 0.21 0.08
C -1.6419 1.2457 -8.9521 -0.33 -0.34 -0.02 0.77
C -1.5844 1.7466 -10.2495 0.07 0.11 -0.06 -1.02
C -2.4598 1.1983 -11.1606 0.03 0.02 0.03 -0.43
C -3.3771 0.1953 -10.7960 -0.11 -0.07 0.01 -0.48
C -3.4432 -0.2924 -9.5119 0.03 0.02 0.07 -0.79
C -2.5526 0.2373 -8.5721 0.23 0.32 -0.31 0.52
N -2.3813 -0.0678 -7.2473 0.02 -0.10 0.41 -0.59
C -1.4162 0.7068 -6.8222 -0.15 -0.06 -0.54 -0.16
C -0.9161 0.6768 -5.4610 0.27 0.10 0.43 1.18
C 0.1511 1.4569 -5.0134 -0.25 -0.16 -0.17 -0.81
C 0.5250 1.3849 -3.6877 0.07 0.04 0.06 -1.82
N -0.0730 0.5879 -2.8038 0.10 0.24 0.32 1.05
C -1.0775 -0.1897 -3.2339 -0.06 -0.05 0.10 -0.67
C -1.5254 -0.1751 -4.5306 -0.05 -0.01 -0.15 -1.29
H -0.1996 2.2095 -7.7353 0.02 0.01 0.02 0.15
H -0.8927 2.5301 -10.5306 0.01 -0.04 -0.02 0.39
H -2.4464 1.5444 -12.1852 0.00 0.03 0.01 0.39
H -4.0515 -0.1910 -11.5483 0.02 -0.01 0.00 0.40
H -4.1527 -1.0543 -9.2196 0.00 -0.02 -0.04 0.44
H 0.6932 2.1128 -5.6807 0.02 0.04 0.05 0.41
H 1.3355 1.9856 -3.2968 -0.03 0.02 -0.05 0.79
H -1.5375 -0.8324 -2.4911 0.00 0.01 -0.01 0.64
H -2.3413 -0.8036 -4.8584 -0.02 0.00 0.05 0.58
```
Forces are in eV/Å.